139
Properties=species:S:1:pos:R:3:mulliken_charge:R:1 method="wB97M-V/def2-TZVPD" homo_energy_ev="-8.903 / -9.146" multiplicity=1 e_tot_ha=-7014.675148 charge=+1 lumo_energy_ev="-2.702 / -2.215"
Bi -1.051 1.727 0.178 2.866
N -4.124 0.259 3.124 -0.358
C -3.344 0.547 2.076 0.476
O -2.112 0.427 2.135 -0.551
C -4.007 1.045 0.818 -0.506
C -3.237 2.245 0.263 -1.665
H -3.715 -0.154 3.947 0.237
H -5.125 0.258 3.049 0.230
H -5.060 1.272 0.993 0.755
H -3.944 0.223 0.098 -0.231
H -3.353 3.125 0.899 0.496
H -3.584 2.490 -0.741 0.665
C 4.231 1.000 1.234 -1.503
P 2.431 1.269 1.524 1.002
C 1.833 -0.386 0.949 -0.851
C 2.209 0.919 3.318 0.408
C 3.083 0.126 4.052 -0.382
C 2.756 -0.299 5.332 -0.875
C 1.544 0.059 5.889 -0.998
C 0.678 0.889 5.193 -0.744
C 1.003 1.352 3.922 0.009
P -0.066 2.569 3.042 1.528
C -1.371 2.910 4.291 -1.908
C 0.956 4.089 3.307 -1.348
H 4.592 0.088 1.706 0.524
H 4.814 1.852 1.582 0.432
H 4.375 0.904 0.156 0.315
H 2.500 -1.156 1.340 0.584
H 1.829 -0.437 -0.141 0.252
H 0.823 -0.574 1.317 -0.474
H 4.032 -0.179 3.632 0.369
H 3.445 -0.925 5.884 0.445
H 1.276 -0.295 6.876 0.428
H -0.253 1.181 5.661 0.360
H -1.984 2.022 4.439 0.341
H -2.010 3.708 3.910 0.430
H -0.938 3.227 5.240 0.525
H 1.408 4.067 4.298 0.573
H 0.317 4.971 3.228 0.503
H 1.745 4.147 2.557 -0.009
Cl -4.177 -2.603 -0.386 0.105
C -4.499 -3.938 -1.440 -0.583
C -5.787 -4.282 -1.671 -0.463
C -6.098 -5.356 -2.522 -1.095
C -5.060 -6.100 -3.101 -0.328
C -3.759 -5.763 -2.910 0.227
Cl -2.565 -6.850 -3.530 -0.127
C -3.283 -4.567 -2.103 -0.078
N -2.252 -4.994 -1.129 0.767
C -1.041 -4.191 -1.220 -0.741
C 0.215 -4.965 -0.827 -0.944
C 1.645 -4.413 -1.158 0.057
C 1.914 -3.136 -1.878 -1.820
C 1.088 -2.185 -2.424 -0.294
C -0.285 -2.219 -2.693 0.442
C -0.914 -0.938 -3.189 -1.117
C -1.125 0.079 -2.083 0.520
O -0.679 1.256 -2.199 -0.782
O -1.746 -0.266 -1.040 -0.263
H -6.583 -3.734 -1.184 0.501
H -7.127 -5.635 -2.699 0.391
H -5.292 -6.976 -3.691 0.519
H -2.066 -5.984 -1.237 0.648
H 0.128 -6.027 -1.092 0.845
H 2.275 -5.200 -1.581 0.636
H 2.975 -2.897 -1.878 0.482
H 1.594 -1.275 -2.745 0.577
H -1.897 -1.114 -3.622 0.396
H -0.284 -0.479 -3.952 0.523
Cl 3.531 5.018 -6.235 -0.212
C 3.067 5.598 -4.677 -0.001
C 2.495 4.732 -3.760 -1.366
C 2.161 5.206 -2.505 0.182
C 2.368 6.533 -2.141 -0.269
C 1.993 7.023 -0.753 -0.843
C 0.480 7.257 -0.647 -1.380
N -0.286 6.035 -0.859 0.332
C -1.036 5.720 -1.968 -0.593
C -1.424 4.426 -1.820 -0.857
N -0.909 3.949 -0.636 0.186
C -0.233 4.940 -0.082 -0.815
O 2.324 6.138 0.306 0.043
C 3.694 6.143 0.728 -1.282
C 4.654 5.455 -0.192 -0.412
C 5.690 6.050 -0.843 0.851
Cl 6.151 7.698 -0.762 -0.193
S 6.573 4.952 -1.830 -0.206
C 5.545 3.660 -1.366 -0.661
C 4.581 4.064 -0.504 -0.142
C 2.917 7.385 -3.099 0.795
Cl 3.154 9.071 -2.761 -0.219
C 3.276 6.928 -4.357 -0.514
H 2.327 3.695 -4.019 0.586
H 1.756 4.513 -1.778 0.884
H 2.471 7.989 -0.573 1.147
H 0.182 7.984 -1.399 0.411
H 0.252 7.652 0.343 0.361
H -1.224 6.429 -2.755 0.437
H -2.004 3.802 -2.478 0.534
H 0.319 4.890 0.841 0.524
H 3.678 5.618 1.683 0.338
H 4.012 7.174 0.905 0.457
H 5.718 2.673 -1.768 0.416
H 3.815 3.418 -0.094 0.557
H 3.717 7.602 -5.077 0.482
F 3.633 -6.888 2.375 -0.360
C 2.685 -6.114 1.810 -0.119
C 1.316 -6.435 2.203 -0.636
C 0.291 -5.784 1.649 -1.158
C 0.504 -4.693 0.678 1.285
C 1.957 -4.277 0.378 1.812
C 3.020 -5.161 0.953 -0.851
Sb -0.851 -2.926 0.658 0.381
C -2.221 -3.774 2.115 0.282
C -3.131 -4.819 1.970 -0.085
C -3.888 -5.257 3.047 -0.869
C -3.727 -4.640 4.273 0.164
F -4.457 -5.063 5.321 -0.350
C -2.836 -3.604 4.459 -0.702
C -2.084 -3.181 3.369 -0.959
C -1.057 -3.521 -2.625 2.338
C -2.559 -3.401 -2.934 -0.645
C -2.927 -3.382 -4.383 -1.334
C -2.091 -3.879 -5.283 0.340
F -2.411 -3.894 -6.588 -0.387
C -0.802 -4.451 -4.939 -1.104
C -0.347 -4.358 -3.694 -0.948
H 1.172 -7.239 2.914 0.482
H -0.728 -6.079 1.870 0.346
H 2.185 -3.239 0.641 -1.332
H 4.057 -4.986 0.691 0.533
H -3.252 -5.297 1.009 0.558
H -4.591 -6.074 2.948 0.519
H -2.733 -3.154 5.438 0.509
H -1.356 -2.385 3.501 0.568
H -2.913 -2.485 -2.463 0.626
H -3.903 -3.012 -4.674 0.468
H -0.259 -4.983 -5.710 0.490
H 0.605 -4.798 -3.433 0.229